Here is a 10-piece molecular cluster, C25H74N4O13 overall in a non-equilibrium geometry from the Open Molecules 2025 dataset. Energies are from ωB97M-V with the def2-TZVPD basis set.

The geometry in XYZ format:
```
116
Properties=species:S:1:pos:R:3:forces:R:3
C -5.399 -4.823 -1.611 0.50 -0.21 0.48
O -4.525 -3.707 -1.637 0.22 -0.64 -0.26
C -5.064 -2.508 -1.128 1.49 0.81 0.96
C -3.842 -1.538 -0.558 -0.80 -1.44 -1.18
C -2.941 -2.210 0.489 -0.28 -0.37 -0.74
N -4.364 -0.296 -0.062 -0.66 0.30 0.37
H -6.248 -4.800 -2.294 -0.17 0.56 -0.04
H -5.730 -4.998 -0.587 -0.42 0.12 0.13
H -4.854 -5.731 -1.873 0.41 0.23 -0.17
H -5.646 -2.050 -1.928 0.08 0.62 0.01
H -5.753 -2.715 -0.309 -0.01 0.03 0.33
H -3.223 -1.288 -1.420 0.25 -0.58 -0.39
H -3.481 -2.464 1.401 0.04 0.20 0.11
H -2.073 -1.585 0.698 -0.21 0.34 0.26
H -2.493 -3.115 0.079 -0.25 -0.22 -0.10
H -3.673 0.152 0.524 0.01 0.13 0.24
H -4.480 0.347 -0.832 -0.23 0.10 -0.08
C 1.796 -0.303 -2.893 0.44 -0.64 -0.79
O 2.932 0.156 -2.145 -1.15 -0.31 0.00
C 3.335 1.454 -2.434 -0.25 1.65 0.02
C 3.931 1.791 -3.809 0.58 -1.39 -0.69
C 5.081 0.835 -4.127 0.98 -0.30 0.57
N 4.336 3.195 -3.903 -0.49 -0.17 0.04
H 1.422 -1.246 -2.493 0.48 -0.04 0.27
H 2.182 -0.492 -3.895 -0.42 -0.12 -0.27
H 0.907 0.325 -2.958 0.40 0.74 0.26
H 2.449 2.068 -2.277 0.04 0.57 -0.03
H 4.075 1.728 -1.682 0.08 -0.04 0.19
H 3.192 1.556 -4.576 -0.40 0.57 -0.05
H 4.783 -0.207 -4.246 -0.13 0.00 0.14
H 5.820 0.885 -3.328 -0.07 -0.25 0.59
H 5.744 1.075 -4.959 -0.66 0.39 -0.61
H 5.098 3.397 -3.272 0.07 -0.12 0.49
H 4.773 3.302 -4.807 -0.17 0.20 -0.33
C -0.921 1.854 -1.812 -0.27 0.81 -0.81
O -1.134 1.934 -3.206 0.01 1.01 -1.69
C -0.801 3.268 -3.732 -0.52 -1.38 -1.61
C -1.032 3.309 -5.314 2.86 -0.35 -0.81
C -0.065 2.375 -6.075 -0.68 -2.52 0.81
N -0.644 4.608 -5.933 -1.32 1.16 1.16
H 0.149 1.985 -1.650 0.13 0.07 0.65
H -1.269 0.888 -1.446 -0.01 0.10 -0.07
H -1.516 2.673 -1.408 0.28 -0.24 0.82
H -1.414 4.056 -3.296 0.00 -0.06 0.35
H 0.262 3.427 -3.552 0.15 0.33 0.14
H -2.032 2.977 -5.592 -0.18 0.59 0.26
H -0.093 2.431 -7.164 -0.27 0.58 0.03
H -0.389 1.352 -5.882 0.10 -0.46 0.07
H 0.986 2.364 -5.786 0.03 0.64 0.32
H -0.779 4.579 -6.933 -0.35 -0.16 0.01
H 0.347 4.780 -5.838 0.15 -0.19 0.38
C -1.112 -4.660 7.294 0.55 -0.28 0.31
O -1.773 -3.442 7.054 0.73 0.11 -1.57
C -1.149 -2.743 5.925 -1.34 0.44 -0.45
C -1.339 -3.314 4.472 -0.26 -1.16 0.12
C -0.619 -2.493 3.397 -0.08 0.28 1.12
N -2.777 -3.494 4.147 0.73 0.88 0.78
H -1.485 -5.183 8.174 -0.58 0.27 -0.10
H -0.065 -4.476 7.536 0.35 0.06 -0.19
H -1.157 -5.334 6.438 -0.06 -0.11 -0.07
H -1.662 -1.782 5.954 0.05 0.15 -0.09
H -0.087 -2.548 6.075 0.17 -0.31 0.32
H -0.884 -4.305 4.455 0.38 -0.27 0.15
H 0.459 -2.552 3.545 0.11 0.06 0.06
H -0.931 -1.460 3.552 0.03 0.23 -0.50
H -0.816 -2.823 2.376 -0.33 -0.01 0.20
H -3.168 -3.891 4.989 -0.54 -0.20 -0.08
H -2.906 -4.129 3.373 0.06 -0.12 0.03
O -0.999 3.942 4.350 -0.02 -0.64 1.84
C -1.040 2.546 4.690 0.74 0.18 -2.09
C 0.052 1.819 3.873 -1.13 -0.62 0.98
O -0.301 1.684 2.506 -0.40 0.89 -0.16
H -1.071 4.072 3.402 -0.15 -0.12 -0.66
H -0.839 2.322 5.738 0.02 0.74 0.12
H -2.014 2.123 4.444 -0.20 -0.13 0.00
H 0.124 0.794 4.237 0.35 -0.06 0.49
H 0.968 2.374 4.076 0.29 -0.06 -0.45
H 0.262 1.003 2.131 0.58 -0.04 -0.03
O -2.665 1.989 0.899 0.95 -1.99 -0.47
C -3.221 3.129 1.417 -0.34 0.87 -1.01
C -2.446 4.331 0.902 -0.28 0.97 0.48
O -1.264 4.622 1.626 0.23 -0.26 0.52
H -1.823 1.861 1.341 0.53 -0.27 0.35
H -4.198 3.123 0.935 -0.42 0.53 0.51
H -3.283 3.066 2.504 -0.17 0.44 0.14
H -3.062 5.226 0.985 -0.18 0.08 -0.09
H -2.132 4.218 -0.136 -0.58 -0.26 -0.17
H -0.521 4.281 1.124 0.31 0.12 -0.05
O 4.286 -1.921 -1.918 2.13 -1.77 0.71
C 5.372 -1.977 -0.951 -2.01 0.18 0.59
C 4.751 -2.067 0.498 0.83 -0.93 -0.97
O 4.343 -0.818 0.983 -0.48 0.64 0.16
H 3.843 -1.070 -1.871 -0.08 0.66 0.14
H 6.055 -2.800 -1.158 -0.44 -0.28 -0.13
H 5.989 -1.081 -1.014 0.05 0.32 0.05
H 5.398 -2.565 1.220 0.59 0.14 -0.01
H 3.871 -2.710 0.497 -0.19 0.18 -0.43
H 5.090 -0.217 1.028 0.09 0.00 0.02
C 0.747 -4.488 0.320 -0.56 -0.15 -0.96
O 0.769 -3.568 -0.756 0.16 0.39 -0.42
H 1.566 -4.292 1.012 -0.24 -0.12 0.36
H -0.265 -4.391 0.714 0.31 0.02 0.68
H 0.799 -5.496 -0.093 0.25 -0.25 0.31
H 1.422 -3.858 -1.396 0.11 0.08 -0.05
C 0.940 -0.790 0.661 0.42 -0.70 0.11
O 1.704 0.060 1.501 -0.38 0.37 -0.14
H -0.038 -0.352 0.464 0.04 -0.03 0.00
H 1.472 -1.003 -0.266 -0.17 0.23 -0.14
H 0.852 -1.748 1.173 -0.52 -0.11 -0.16
H 2.589 -0.310 1.456 0.63 0.22 0.20
C 2.009 3.498 0.466 0.50 -0.83 0.56
O 1.223 4.574 -0.021 0.38 -0.32 -0.05
H 3.085 3.535 0.293 0.15 0.82 -0.22
H 1.902 3.427 1.548 -0.27 0.08 -0.02
H 1.768 2.518 0.054 -0.66 0.00 -0.13
H 1.680 4.964 -0.770 -0.14 0.07 -0.09
```
Forces are in eV/Å.

Summary:
Highest occupied orbital energy   -0.312 hartree
ΔE to the lowest compared entry with this formula, charge and spin   0.0 kcal per mole
SMILES   COC[C@H](C)N.COC[C@H](C)N.COC[C@H](C)N.COC[C@H](C)N.OCCO.OCCO.OCCO.CO.CO.CO
Frontier orbital gap   0.321 hartree



Here is a 12-piece molecular cluster, C25H74N6O12 overall in a non-equilibrium geometry from the Open Molecules 2025 dataset. Energies are from ωB97M-V with the def2-TZVPD basis set.

The geometry in XYZ format:
```
117
Properties=species:S:1:pos:R:3:forces:R:3
N 5.549 8.575 15.431 -0.20 -0.05 0.24
C 4.522 8.260 16.252 0.00 -0.12 -0.39
N 4.366 9.021 17.374 0.20 0.18 -0.09
O 3.743 7.330 16.025 -0.04 0.01 0.15
H 5.673 8.021 14.563 0.07 0.17 0.21
H 5.983 9.475 15.526 0.13 -0.08 -0.10
H 3.518 8.906 17.893 0.04 -0.03 0.14
H 5.030 9.729 17.622 -0.10 0.04 0.11
N 3.551 6.708 13.278 0.54 -0.01 0.19
C 4.662 6.987 12.547 -0.38 0.50 -0.16
N 4.479 7.150 11.204 0.31 0.29 -0.20
O 5.769 7.171 13.071 -0.18 -0.13 -0.21
H 2.639 6.816 12.868 0.05 -0.12 -0.05
H 3.675 6.842 14.289 -0.35 -0.16 -0.25
H 5.300 7.364 10.667 0.13 -0.24 0.08
H 3.679 6.825 10.690 -0.18 -0.17 0.38
N 3.389 4.114 10.391 0.75 -0.23 0.01
C 4.468 4.225 9.528 -1.23 0.33 -0.22
N 4.043 4.185 8.216 0.31 0.29 0.45
O 5.624 4.395 9.843 0.21 -0.13 0.26
H 3.534 4.250 11.378 -0.03 0.01 0.00
H 2.477 4.343 10.037 0.04 -0.02 0.16
H 4.744 4.388 7.531 -0.13 -0.24 -0.28
H 3.125 3.838 8.004 0.10 -0.22 -0.41
C -0.136 0.580 7.201 0.53 -0.79 0.56
C 0.361 1.807 7.954 0.84 -0.21 -0.79
C 0.186 1.691 9.454 -1.36 -0.07 -0.49
O 1.768 1.977 7.656 -0.28 0.22 -0.03
H 0.262 0.535 6.189 -0.33 0.40 -0.16
H -1.217 0.453 7.231 -0.03 0.14 -0.14
H 0.298 -0.314 7.678 -0.19 0.08 0.10
H -0.097 2.675 7.476 -0.14 0.20 0.49
H -0.874 1.484 9.652 0.10 -0.04 0.09
H 0.411 2.608 9.992 0.47 -0.10 0.06
H 0.739 0.818 9.793 0.24 0.21 0.29
H 2.185 1.114 7.744 0.14 0.05 0.09
C 1.162 0.243 14.325 0.04 0.26 -0.07
C -0.270 -0.236 14.574 0.88 -0.31 -0.87
C -1.221 0.893 14.876 0.14 0.00 1.24
O -0.760 -0.927 13.414 -0.27 0.13 0.08
H 1.232 1.038 13.578 -0.23 -0.05 -0.06
H 1.783 -0.579 13.963 0.00 -0.05 0.13
H 1.601 0.641 15.243 -0.01 -0.11 0.03
H -0.189 -0.962 15.391 -0.41 0.21 0.23
H -0.717 1.567 15.579 -0.03 0.07 -0.10
H -2.088 0.522 15.426 -0.21 0.03 -0.35
H -1.520 1.482 14.014 0.04 -0.22 -0.24
H -0.314 -1.776 13.347 0.06 0.01 0.00
C 0.058 8.826 17.634 -0.92 0.38 -1.06
C -0.298 7.356 17.700 0.74 -0.57 0.76
C 0.739 6.454 17.057 0.14 -0.07 0.14
O -0.451 6.957 19.091 -0.26 0.23 -0.66
H -0.116 9.183 16.610 0.17 -0.07 0.05
H 1.093 9.078 17.855 0.04 -0.25 0.34
H -0.651 9.393 18.239 0.25 0.05 0.24
H -1.262 7.168 17.220 -0.15 0.21 0.15
H 1.718 6.570 17.526 0.02 0.28 -0.14
H 0.837 6.675 15.991 0.11 -0.12 0.00
H 0.503 5.401 17.218 -0.29 0.06 -0.19
H 0.220 7.455 19.569 0.00 -0.20 0.23
C -2.472 7.493 11.213 0.61 0.60 0.26
C -1.628 7.722 12.466 0.07 -0.64 0.05
C -1.351 6.426 13.202 0.56 -0.77 -0.59
O -0.333 8.245 12.127 -0.23 0.16 0.06
H -1.850 7.052 10.434 -0.13 -0.32 0.10
H -2.790 8.462 10.819 -0.32 -0.12 0.01
H -3.315 6.859 11.472 -0.20 0.06 -0.29
H -2.158 8.380 13.160 0.12 0.28 -0.13
H -0.596 5.822 12.677 -0.09 0.37 -0.27
H -2.217 5.764 13.185 -0.18 0.25 0.56
H -0.902 6.553 14.186 -0.48 0.21 0.16
H -0.436 9.082 11.661 0.01 0.04 0.04
C 0.152 5.563 8.679 -0.27 -0.15 0.84
C 1.094 6.567 9.324 -0.30 0.77 -0.65
O 1.258 6.357 10.713 -0.08 -0.17 -0.01
H -0.128 5.861 7.670 0.28 -0.28 -0.18
H -0.779 5.547 9.261 0.03 0.15 -0.06
H 0.513 4.536 8.767 0.22 0.07 -0.49
H 0.679 7.562 9.098 0.04 -0.01 0.40
H 2.085 6.611 8.865 0.02 -0.47 -0.02
H 0.575 6.864 11.183 0.16 0.21 0.04
C 5.266 4.371 16.882 0.27 -0.17 -0.05
C 5.429 3.596 18.184 -0.22 -0.02 -0.15
O 6.668 3.907 18.820 0.03 0.00 0.12
H 6.252 4.521 16.439 0.00 0.01 0.00
H 4.799 5.345 17.000 -0.04 -0.02 0.05
H 4.694 3.781 16.166 -0.17 0.11 0.01
H 5.358 2.525 17.972 0.15 -0.02 0.06
H 4.622 3.822 18.885 -0.02 0.05 -0.02
H 7.193 3.108 18.879 0.03 0.02 0.00
C -2.238 4.121 15.979 -0.05 0.54 0.10
C -2.864 3.840 17.338 0.16 -0.20 -0.07
O -1.998 4.175 18.416 0.16 0.12 -0.15
H -1.164 3.927 15.992 -0.08 -0.26 0.01
H -2.350 5.180 15.726 -0.01 -0.03 -0.03
H -2.712 3.538 15.189 0.03 -0.03 -0.01
H -3.064 2.773 17.437 -0.04 0.02 0.10
H -3.803 4.384 17.463 -0.10 -0.11 -0.13
H -1.745 5.103 18.320 0.04 0.04 0.32
C -0.363 1.206 20.052 0.32 0.41 0.30
C 0.513 1.661 18.889 0.07 -0.79 -0.03
O 0.656 3.054 18.803 0.01 0.26 -0.32
H -0.085 0.206 20.387 -0.21 -0.13 -0.18
H -1.424 1.263 19.812 -0.02 -0.11 0.00
H -0.183 1.872 20.900 -0.02 -0.01 -0.04
H 0.132 1.202 17.964 -0.10 0.28 -0.13
H 1.519 1.244 18.986 0.02 0.18 0.20
H -0.207 3.450 18.603 -0.10 -0.08 0.16
C 2.058 3.842 15.134 0.61 0.33 -0.17
C 1.012 4.005 14.074 -0.77 0.68 -0.82
O 1.581 4.191 12.773 0.85 -0.35 0.19
H 1.597 3.862 16.123 0.01 -0.44 0.00
H 2.760 4.680 15.131 -0.14 0.09 -0.17
H 2.670 2.954 14.972 -0.22 -0.17 0.17
H 0.426 4.916 14.267 0.00 -0.39 0.41
H 0.328 3.152 14.019 -0.03 -0.01 0.29
H 0.920 4.381 12.102 -0.17 0.06 0.18
```
Forces are in eV/Å.

Summary:
Highest occupied orbital energy   -0.335 hartree
ΔE to the lowest compared entry with this formula, charge and spin   0.0 kcal per mole
SMILES   NC(N)=O.NC(N)=O.NC(N)=O.CC(C)O.CC(C)O.CC(C)O.CC(C)O.CCO.CCO.CCO.CCO.CCO
Frontier orbital gap   0.343 hartree